i.
DFT (ωB97M-V/def2-TZVPD) results for 20 unconnected molecules or ions with the total composition H39O20.

Last column: Mulliken charge in e.
Positions of all 59 atoms, in Å:
1 O 2.8960 -1.1547 0.7080  -0.589
2 H 2.8386 2.1254 0.2927  0.267
3 O -3.5527 3.3481 1.6625  -0.606
4 H -4.3720 3.5686 2.1145  0.296
5 H -3.3229 2.7370 2.4247  0.288
6 O -1.6300 1.2616 0.3319  -0.587
7 H -1.9635 2.0642 0.7489  0.243
8 H -0.6806 1.1394 0.5673  0.261
9 O 0.7547 -1.9867 -0.3251  -0.661
10 H 0.6071 -1.1072 0.1051  0.402
11 H 2.0779 -0.6846 1.0091  0.471
12 O 0.8156 0.2479 1.2872  -0.896
13 H 3.2477 -0.4817 0.1395  0.209
14 H 0.5623 0.2666 2.1899  -0.001
15 O 4.1858 -3.9239 -1.5727  -0.647
16 H 3.4080 -3.6567 -2.0452  0.323
17 H 1.3983 -2.4560 0.2205  0.335
18 O -2.5031 1.6261 -2.1455  -0.520
19 H -3.3977 1.7877 -1.8086  0.260
20 H -1.9942 1.1846 -1.4556  0.372
21 O -2.4047 -1.1838 2.7285  -0.648
22 H 4.0950 2.4092 3.3076  0.342
23 H 4.2989 -2.0021 2.4496  0.289
24 O -1.1198 -3.4337 -3.8935  -0.694
25 H -0.7706 -3.3043 -2.9923  0.377
26 H -1.8048 -2.7841 -4.0665  0.278
27 O -0.1799 -4.8970 0.1186  -0.679
28 H -0.2408 -3.9793 -0.2990  0.348
29 H -0.1399 -4.5881 1.0494  0.307
30 O 3.5466 3.1984 3.0589  -0.662
31 H -1.0699 -0.1741 -2.8334  0.249
32 H 3.0226 3.0229 2.2919  0.313
33 O 1.8902 2.2080 0.2588  -0.942
34 H 1.5430 1.2320 0.5855  0.476
35 H 4.4850 -3.1117 -1.0345  0.314
36 O -0.6734 -0.9804 -3.2020  -0.540
37 H 0.1514 -0.5746 -2.8775  0.297
38 H -2.2982 -0.7187 1.8750  0.330
39 O 3.7841 -1.6067 3.1174  -0.705
40 H -2.2427 -0.5235 3.4227  0.313
41 H 3.0407 -1.2139 2.5960  0.382
42 O -2.5803 4.5537 -1.8637  -0.623
43 H -2.3768 4.2074 -1.0011  0.299
44 H -2.8853 3.9331 -2.5005  0.291
45 O 0.2195 1.8774 3.6210  -0.695
46 H 1.1821 1.8793 3.2904  0.255
47 H -0.1361 2.4968 2.9965  0.329
48 O 0.9126 2.9387 -2.1168  -0.681
49 H -0.0281 2.8450 -2.2369  0.338
50 H 1.1261 2.5401 -1.2045  0.465
51 O 0.3469 -5.0635 -2.6540  -0.623
52 H 0.0315 -5.1222 -3.5316  0.318
53 H -0.2398 -5.5612 -2.0649  0.317
54 O -2.0641 0.2122 -5.1632  -0.675
55 H -2.0036 0.6637 -4.2843  0.281
56 H -1.4791 -0.5372 -4.9524  0.411
57 O -2.4666 1.5122 4.3839  -0.649
58 H -2.3341 2.3753 4.8094  0.289
59 H -1.5128 1.3491 4.3625  0.387

Results
Lowest unoccupied orbital energy ... 1.8 eV
Total charge ... -1
Orbital gap ... 9.6 eV



ii.
DFT (ωB97M-V/def2-TZVPD) results for 20 unconnected molecules or ions with the total composition H39O20.

Last column: Mulliken charge in e.
Positions of all 59 atoms, in Å:
1 O -1.6181 -5.0029 -2.6293  -0.582
2 H -2.3170 -4.7301 -3.1846  0.291
3 O -2.3803 -0.5565 -2.7877  -0.693
4 H -2.4542 -1.3919 -3.1523  0.250
5 H -1.4524 -0.2406 -2.7276  0.385
6 O -1.1783 -4.4349 0.2152  -0.666
7 H -1.2273 -3.7729 0.8320  0.326
8 H -0.3724 -3.9723 -0.1053  0.306
9 O 2.4566 -2.8995 -0.3699  -0.805
10 H 2.2553 -1.7610 -0.3121  0.507
11 H -1.5723 -4.3758 -1.9377  0.322
12 O -3.2216 1.7124 -1.2854  -0.688
13 H -2.8682 1.1981 -2.0898  0.416
14 H -2.4754 1.8060 -0.7783  0.223
15 O 4.1798 1.1392 -0.9481  -0.693
16 H 3.4365 0.4810 -0.6557  0.509
17 H 4.2371 1.1750 -1.8683  0.245
18 O -2.2115 4.4335 2.6930  -0.663
19 H -2.3924 3.8445 1.8159  0.390
20 H -1.2299 4.6185 2.4719  0.304
21 O -0.3236 -1.3376 -0.0065  -0.521
22 H 3.2163 -2.9283 -0.9254  0.244
23 H 0.4682 -1.2690 0.3481  0.303
24 O -3.4470 4.2170 -2.1559  -0.655
25 H -2.9035 3.5204 -1.6328  0.481
26 H -4.1866 3.7539 -2.3066  0.267
27 O 5.1854 -2.8829 1.2058  -0.635
28 H 4.9074 -2.4072 0.3934  0.305
29 H 4.3142 -3.1659 1.6497  0.331
30 O -1.9261 4.1092 0.0268  -0.710
31 H -1.1985 3.6669 -0.3353  0.345
32 H -1.7275 5.0584 -0.1875  0.322
33 O -2.0486 -0.6023 2.1336  -0.625
34 H -1.1032 -0.7916 1.8587  0.389
35 H -2.5335 -0.3797 1.2699  0.269
36 O 1.0209 -0.3795 -2.8963  -0.503
37 H 1.7081 0.0537 -2.6246  0.268
38 H 1.0464 -1.0549 -3.3862  0.298
39 O 2.1485 -0.3742 -0.5013  -1.023
40 H -0.1515 -1.3719 -1.0564  0.144
41 H 2.2230 0.1086 0.3061  0.113
42 O 2.8740 1.0940 -4.6854  -0.617
43 H 2.0191 0.8098 -4.4076  0.321
44 H 3.0109 2.0379 -4.6134  0.300
45 O 3.1481 3.6684 2.8305  -0.613
46 H 3.4020 3.6067 1.9914  0.299
47 H 2.5870 3.1900 3.3745  0.317
48 O -0.6979 -0.7291 5.0780  -0.632
49 H -0.8653 -1.6162 5.3356  0.297
50 H -0.9200 -0.5921 4.1939  0.338
51 O 0.3288 -2.6393 -2.9590  -0.634
52 H 0.3217 -3.2629 -3.7205  0.265
53 H 0.9303 -2.9192 -2.2768  0.283
54 O 2.8932 0.4193 4.8417  -0.652
55 H 3.2872 0.0668 4.0423  0.317
56 H 1.9955 0.3138 5.0511  0.326
57 O -5.3608 1.2104 2.7267  -0.626
58 H -5.5076 0.3241 2.2500  0.318
59 H -4.4791 1.0514 2.8873  0.304

Results
Lowest unoccupied orbital energy ... 1.8 eV
Total charge ... -1
Orbital gap ... 8.9 eV



Which is most stable, and by how much? i, by 0.1573 hartree.



i.
DFT (ωB97M-V/def2-TZVPD) results for a single C6H13N3 molecule.

Last column: Mulliken charge in e.
Positions of all 22 atoms, in Å:
1 C -0.2654 2.7214 1.1630  -0.929
2 N 0.4381 1.4545 1.2462  -0.477
3 C -0.3358 0.3171 0.7813  0.351
4 C 0.2532 -1.0000 1.1895  -0.923
5 C 0.1277 -2.0176 -0.1242  -0.955
6 C 0.2083 -1.0808 -1.2666  0.481
7 N 1.1974 -1.2838 -2.2255  -0.510
8 N -1.2222 -0.3073 -1.6983  -0.814
9 C -0.2440 0.2845 -0.8910  -0.278
10 H -0.6193 2.8750 0.1423  0.314
11 H 0.4279 3.5284 1.4066  0.334
12 H -1.1449 2.7779 1.8329  0.308
13 H 0.7557 1.3024 2.1971  0.230
14 H -1.4056 0.3929 1.0456  0.223
15 H 1.3190 -0.8996 1.3938  0.390
16 H -0.2514 -1.4792 2.0283  0.331
17 H 0.9016 -2.7840 -0.1331  0.365
18 H -0.8580 -2.4737 -0.0348  0.324
19 H 1.2774 -0.5145 -2.8759  0.251
20 H 1.1411 -2.1726 -2.7043  0.235
21 H -1.9530 -0.8112 -1.2035  0.288
22 H 0.2522 1.1701 -1.2693  0.462

Results
Lowest unoccupied orbital energy ... 1.1 eV
SMILES string ... CN[C@@H]1CC[C@@]2(N)N[C@@H]12
Orbital gap ... 9.3 eV



ii.
DFT (ωB97M-V/def2-TZVPD) results for 2 unconnected molecules or ions with the total composition C6H13N3.

Last column: Mulliken charge in e.
Positions of all 22 atoms, in Å:
1 C 4.6024 0.5221 -0.3097  0.089
2 C -3.1239 0.6705 -0.7162  -1.452
3 C -0.8738 0.9043 0.4381  -1.385
4 C -2.0149 -1.4452 0.2197  -1.487
5 C 1.7469 -1.2852 -0.3069  -0.156
6 C -2.2075 0.0634 0.3991  0.869
7 N 3.7282 -0.2303 -1.0655  -1.034
8 N 4.3839 0.8165 0.8832  -0.569
9 N 2.8043 -0.8766 -0.6112  0.710
10 H 5.3957 0.9231 -0.8437  0.410
11 H -3.0072 0.5537 -1.8253  0.332
12 H -3.0679 1.6659 -0.4540  0.419
13 H -4.1659 0.2622 -0.7120  0.356
14 H -0.6393 1.3979 -0.5004  0.294
15 H -0.0780 0.3309 0.7287  0.406
16 H -1.0630 1.7193 1.1720  0.340
17 H -1.6689 -1.5374 -0.7564  0.398
18 H -1.3976 -1.8552 0.9716  0.374
19 H -3.0100 -2.0041 0.4563  0.312
20 H -2.7307 0.2379 1.3434  0.212
21 H 1.2778 -2.1881 0.0286  0.333
22 H 5.1096 1.3542 1.4608  0.231

Results
Lowest unoccupied orbital energy (spin up / spin down) ... 0.4 / 0.4 eV
Orbital gap (spin up / spin down) ... 9.3 / 9.3 eV



iii.
DFT (ωB97M-V/def2-TZVPD) results for a molecular structure, C6H13N3.

Last column: Mulliken charge in e.
Positions of all 22 atoms, in Å:
1 C -0.6254 1.0887 2.0645  -1.414
2 C 0.6985 -1.7026 0.3694  -1.774
3 C 2.0331 0.4098 0.0510  -1.681
4 C -1.0891 0.6940 -0.5008  0.292
5 C -0.4716 0.5573 0.6874  -0.254
6 C 0.6509 -0.2233 0.0187  1.795
7 N -0.4103 -0.8617 -2.2460  -0.742
8 N -2.2164 1.2788 -1.0262  -0.523
9 N -0.0684 0.0913 -1.2738  -0.015
10 H -0.6898 -1.7595 -1.8422  0.222
11 H 0.3940 -1.0146 -2.8477  0.267
12 H -2.9843 1.3770 -0.3800  0.242
13 H -2.4799 0.8862 -1.9186  0.276
14 H -1.5707 1.6189 2.1558  0.331
15 H -0.6051 0.2802 2.7976  0.315
16 H 0.1823 1.7812 2.3094  0.280
17 H 1.1195 -1.8199 1.3647  0.408
18 H -0.3026 -2.1329 0.3740  0.446
19 H 2.7178 -0.1289 -0.6010  0.379
20 H 2.4266 0.3910 1.0646  0.366
21 H 1.9668 1.4405 -0.2856  0.396
22 H 1.3239 -2.2513 -0.3351  0.386

Results
Lowest unoccupied orbital energy ... 0.9 eV
Orbital gap ... 8.2 eV



iv.
DFT (ωB97M-V/def2-TZVPD) results for a single C6H13N3 molecule.

Last column: Mulliken charge in e.
Positions of all 22 atoms, in Å:
1 H -0.0766 2.6109 -2.7738  0.210
2 N -0.3295 1.7064 -2.3721  -0.690
3 C -0.0591 1.5635 -1.1487  0.168
4 N 0.5148 2.4918 -0.3073  -0.344
5 C -0.5992 0.1925 -0.3596  0.459
6 C -2.0719 0.1326 -0.2166  -1.456
7 C 0.4255 -0.5733 -0.1712  0.445
8 C 1.8857 -0.5390 -0.4365  -1.334
9 N -0.1343 -1.9063 0.5494  -0.367
10 C -0.2505 -1.8473 1.9859  -0.810
11 H 0.8475 3.3672 -0.6798  0.196
12 H 0.7595 2.2133 0.6303  0.236
13 H -2.5249 0.4619 -1.1495  0.457
14 H -2.4234 0.7941 0.5783  0.291
15 H -2.3729 -0.8878 0.0014  0.367
16 H 2.4418 -0.6370 0.4976  0.289
17 H 2.1530 -1.3759 -1.0829  0.346
18 H 2.1966 0.3743 -0.9376  0.382
19 H 0.5134 -2.6447 0.2788  0.309
20 H 0.7004 -1.6579 2.5028  0.272
21 H -0.6493 -2.7891 2.3687  0.327
22 H -0.9466 -1.0502 2.2425  0.246

Results
Lowest unoccupied orbital energy ... 0.9 eV
SMILES string ... [H]/N=C(N)/C(C)=C(\C)NC
Orbital gap ... 9.4 eV



Which is most stable, and by how much? iv, by 0.0027 hartree.



i.
DFT (ωB97M-V/def2-TZVPD) results for 2 unconnected molecules or ions with the total composition C3H3NS2.

Last column: Mulliken charge in e.
Positions of all 9 atoms, in Å:
1 C -3.0893 -0.8770 -0.1590  0.639
2 C -1.8848 -0.5384 0.2997  0.073
3 C -1.0387 0.5680 0.6087  -0.639
4 N -4.1436 -1.1015 -0.5741  -0.409
5 S 2.5564 -1.3241 -0.1796  -0.216
6 S -0.3378 -1.1538 0.6204  -0.073
7 H -1.0231 1.1297 1.4863  0.246
8 H -0.6030 1.3383 -0.0297  0.246
9 H 1.8362 -2.4190 -0.4793  0.132

Results
Lowest unoccupied orbital energy (spin up / spin down) ... -1.5 / -2.5 eV
Orbital gap (spin up / spin down) ... 8.5 / 6.0 eV



ii.
DFT (ωB97M-V/def2-TZVPD) results for a single C3H3NS2 molecule.

Last column: Mulliken charge in e.
Positions of all 9 atoms, in Å:
1 S -2.9114 0.9565 0.0293  -0.271
2 C -1.3749 0.3458 -0.1120  0.085
3 N -0.1807 0.8615 -0.0817  -0.100
4 C 0.9503 0.0931 -0.0009  -0.280
5 C 0.7796 -1.2072 0.0905  -0.312
6 S -0.8604 -1.7961 -0.0747  -0.178
7 H 0.0198 1.9127 -0.2317  0.307
8 H 1.9292 0.4820 -0.0724  0.363
9 H 1.6485 -1.6483 0.4536  0.385

Results
Lowest unoccupied orbital energy ... -0.1 eV
SMILES string ... S=c1[nH]ccs1
Orbital gap ... 8.0 eV



Which is most stable, and by how much? ii, by 0.1039 hartree.